(1)
Below is a molecular structure, C27H26N4OPbS, with properties calculated with ωB97M-V with the def2-TZVPD basis set.

Each line ends with the Löwdin charge.
Cartesian coordinates (Å):
1 N 1.87898 0.76667 -1.59074  0.1643
2 H -3.81788 1.89105 2.37715  0.1572
3 C 1.11077 -1.19351 0.33993  -0.2870
4 C 0.63739 0.25072 -1.52379  -0.3621
5 C -0.64060 1.16032 -5.28702  -0.0204
6 C -2.24626 -0.78982 -2.46232  -0.2490
7 H -4.48922 -1.43533 -4.88718  0.1272
8 H -0.40203 0.54681 1.76319  0.0438
9 C 2.83937 -2.70932 1.86892  -0.0442
10 H 5.68786 0.09979 0.85489  0.1176
11 H 3.51987 -3.29028 2.47633  0.1187
12 H 0.35880 0.72182 -5.34117  0.0978
13 N -3.12136 -0.01454 2.10001  -0.1749
14 C -1.31994 0.00189 -3.13884  -0.2064
15 H 1.74674 -2.40002 -1.31514  0.1261
16 H 3.30531 -3.75408 0.04669  0.1184
17 H 1.01616 0.94589 2.71440  0.0891
18 C 3.16970 2.26509 1.52342  -0.0356
19 H 2.15935 -1.52778 3.51478  0.1285
20 O -2.86286 0.35247 0.82866  -0.2591
21 C -1.58258 0.29847 -4.48995  -0.1854
22 Pb -1.88244 -1.11738 -0.39577  1.4278
23 S -2.13101 -2.50791 1.56828  0.7762
24 C 1.08387 2.83861 0.22630  -0.0205
25 C -3.99406 0.68029 4.17817  0.0067
26 H 0.23520 1.30933 -3.15416  0.1337
27 C -3.61442 -1.03832 -4.39186  -0.0347
28 H 1.09132 3.30465 -0.76079  0.0917
29 C 4.36056 1.57288 1.68272  -0.0468
30 C 2.07230 -1.71581 2.45127  -0.0157
31 H -2.99847 -2.55483 4.24835  0.1279
32 C -2.72194 -0.22641 -5.07926  0.0071
33 H 2.30906 0.77279 -2.50458  0.1734
34 C 2.72384 -2.96811 0.50876  -0.0524
35 H -0.09278 -0.28568 3.29821  0.0895
36 C -3.75737 -0.59361 4.68765  0.0012
37 C -2.86669 -1.26047 2.55993  -0.5877
38 N 0.19067 -0.46092 -0.50514  -0.0169
39 H -4.43408 1.46057 4.78113  0.1338
40 H -1.00172 1.27078 -6.30606  0.0953
41 H 4.99982 1.79153 2.52741  0.1168
42 C 1.85115 -2.21300 -0.25188  -0.0331
43 H 2.89766 3.03397 2.23656  0.1221
44 H -2.91342 0.00423 -6.11931  0.1325
45 C 4.74895 0.62483 0.74650  -0.0503
46 H 4.20458 -0.39511 -1.06335  0.1241
47 C -3.19408 -1.55755 3.87961  -0.0503
48 C 0.37469 0.12161 2.39942  -0.0264
49 C 2.72414 1.03362 -0.46030  -0.2084
50 H -4.01328 -0.82980 5.71128  0.1355
51 C -3.37987 -1.32816 -3.06271  -0.1072
52 C 1.18465 -0.93985 1.70619  -0.2259
53 N -0.15286 0.57133 -2.58631  0.1610
54 C -3.66739 0.94602 2.87626  0.0289
55 C 2.32986 2.02266 0.44080  -0.2180
56 H -4.07055 -1.95009 -2.51028  0.1116
57 C 3.92515 0.35304 -0.33184  -0.0160
58 H -0.55764 2.16953 -4.87218  0.0979
59 H 1.01782 3.63301 0.96672  0.0906
60 H 0.17119 2.24144 0.30203  0.0607

Calculated values
HOMO-LUMO gap: 6.9375 eV
LUMO level: -6.9 eV
Net charge: +2
Maximum force: 0.3 eV Å⁻¹
E_tot: -1929.21324 Ha


(2)
Below is a molecular structure, C19H20F4N2O4Ta, with properties calculated with ωB97M-V with the def2-TZVPD basis set.

Each line ends with the Löwdin charge.
Cartesian coordinates (Å):
1 H -0.69820 4.71181 -0.08909  0.1131
2 C 0.63880 3.01421 0.09261  -0.1570
3 C 1.06320 -1.18099 -3.41289  -0.4618
4 C -0.69600 0.21331 1.79721  -0.1799
5 C -2.14420 -2.01269 -0.75819  -0.2279
6 H -2.31750 -1.85649 -1.82779  0.1234
7 H -0.21080 4.57301 -2.68389  0.1110
8 C -2.90830 1.65211 -0.17009  -0.0567
9 N 0.55750 -0.14739 1.11661  -0.1597
10 C -1.02080 -3.03399 -0.60999  -0.0564
11 H -2.90880 0.22671 -1.74739  0.1152
12 C 1.04810 2.87131 -2.18899  -0.1308
13 N -1.89870 -0.67799 -0.16529  -0.2315
14 H -2.76900 -0.42199 1.76421  0.1409
15 C -2.97420 0.21291 -0.65639  -0.2340
16 C 2.64070 -1.74899 3.82351  -0.1998
17 H -3.72390 2.20421 -0.63259  0.0969
18 O -0.80820 -0.18909 -4.67109  0.2149
19 C 3.95240 -1.37669 1.89071  -0.2081
20 O 1.54400 -1.88269 -4.24019  0.2266
21 C 1.56540 -0.71639 1.87511  -0.1489
22 H -1.97330 2.12441 -0.47889  0.0485
23 Ta 0.50710 0.07911 -0.91019  2.0214
24 O 1.44000 -1.02909 -2.16389  -0.1495
25 H -1.31100 -3.91439 -1.18179  0.0976
26 F 2.50890 -2.18819 5.06841  0.1329
27 H -3.06110 -2.43749 -0.32759  0.1407
28 H -1.58140 -1.72569 1.63561  0.1222
29 H -0.07400 -2.68249 -1.02779  0.0484
30 C 1.38870 2.22091 -0.90469  -0.3243
31 O -0.50120 0.29911 -2.49929  -0.1733
32 C 0.19520 3.89011 -1.96219  -0.0682
33 H -0.85560 -3.34869 0.41921  0.0790
34 F 2.93060 -0.33349 -0.00869  0.0181
35 H -3.02830 1.72601 0.90771  0.0793
36 H 4.72170 -2.27259 3.69041  0.1493
37 C -1.81860 -0.71239 1.30581  -0.1445
38 H 2.46070 2.14711 -0.71579  0.1192
39 H -0.63320 0.16161 2.88171  0.1257
40 F 5.09060 -1.46259 1.21631  0.1337
41 H 1.47890 2.57281 -3.13019  0.1105
42 H 0.74460 2.87721 1.15591  0.1016
43 H -0.92200 1.25151 1.53861  0.0888
44 C 1.51470 -1.22549 3.18921  -0.1219
45 C 2.83980 -0.81839 1.28511  -0.1088
46 C -0.05850 3.97971 -0.54339  -0.0774
47 H -3.94360 -0.22109 -0.37999  0.1377
48 C -0.22160 -0.27369 -3.64109  -0.4703
49 F 0.36280 -1.27339 3.88281  0.0879
50 C 3.86780 -1.84469 3.19261  0.1063

Calculated values
HOMO-LUMO gap: 7.0146 eV
LUMO level: -4.9 eV
Net charge: +1
Maximum force: 3.3 eV Å⁻¹
E_tot: -1602.73857 Ha


(3)
Below is 2 unconnected molecules or ions with the total composition C4H9N2O, with properties calculated with ωB97M-V with the def2-TZVPD basis set.

Each line ends with the Löwdin charge.
Cartesian coordinates (Å):
1 C -0.88983 -2.07384 0.82944  -0.0674
2 C 2.19534 -0.86951 1.31299  -0.0480
3 H 0.57353 2.22404 -1.37164  0.0339
4 C 0.88605 -0.64805 1.15444  -0.2818
5 O -0.56172 0.12868 -1.09577  -0.3749
6 H 2.95490 -0.33484 0.72839  0.0310
7 H -1.47073 1.62286 0.00891  0.0667
8 H 2.55128 -1.66734 1.99804  0.0343
9 H -0.45989 2.47559 -2.56325  0.0241
10 N -0.10790 -1.51046 1.68843  -0.0424
11 N -0.40297 2.48028 -1.54186  -0.0521
12 H -2.14268 1.33113 -1.60272  0.0701
13 H -0.74095 -1.85070 -0.25532  0.0612
14 H 0.46403 0.15699 0.50831  0.0733
15 C -1.19333 1.33143 -1.02133  -0.5867
16 H -1.65512 -2.79628 1.22294  0.0588

Calculated values
HOMO-LUMO gap: 7.2925 eV
LUMO level: 4.3 eV
Net charge: -1
Maximum force: 1.3 eV Å⁻¹
E_tot: -342.50012 Ha


(4)
Below is a single C10H17N3O6 molecule, with properties calculated with ωB97M-V with the def2-TZVPD basis set.

Each line ends with the Löwdin charge.
Cartesian coordinates (Å):
1 H 3.96401 -0.37098 1.61073  0.1356
2 H -4.05799 -2.25083 0.11755  0.1079
3 O -2.48349 -0.77811 1.21333  0.0680
4 C 3.02341 0.00855 1.09468  -0.1004
5 C 0.26698 -2.42101 -0.09221  -0.4395
6 O 4.61602 -0.06179 -0.80384  0.0886
7 H -3.23075 0.55561 -1.81181  0.1216
8 O 0.49040 -3.41161 0.47732  0.1908
9 H -0.79998 3.82299 -0.16365  0.1263
10 H 2.78863 -2.04730 0.71452  0.1359
11 N -1.11980 3.47879 0.81348  0.0475
12 H -0.38926 3.68865 1.46368  0.0723
13 C -2.51619 1.90177 -0.39011  -0.1409
14 H 1.05503 -0.51574 -0.99925  0.1548
15 H -3.47801 2.35032 -0.12023  0.1265
16 H -0.79166 -0.30759 1.16373  0.1212
17 H -1.66968 0.33007 -1.28926  0.0935
18 O 2.92659 1.46081 -0.96847  0.0870
19 C -2.65069 0.46854 -0.89774  -0.0845
20 H -1.78232 1.78942 1.62059  0.1396
21 C 3.60222 0.44448 -0.38341  -0.4728
22 C 0.86090 -0.97926 -0.02614  -0.1159
23 H 2.43499 0.84113 1.58472  0.1237
24 H -3.91029 -1.64293 -1.48692  0.1367
25 H -2.33952 2.49871 -1.27022  0.1166
26 C -1.44289 2.09829 0.65431  -0.3456
27 O -0.75276 -2.15829 -1.00683  0.0501
28 C -2.87596 -0.72315 0.07806  -0.5358
29 N -3.57312 -1.67643 -0.51754  0.1716
30 O 0.39170 1.87013 -0.74217  0.0684
31 H 1.98920 1.44821 -0.76181  0.0144
32 H -1.39976 -2.88796 -1.00776  0.1167
33 C 2.12964 -1.19303 0.99602  -0.1436
34 N 0.00431 0.06130 0.59516  0.1281
35 C -0.22346 1.32678 0.14420  -0.4433
36 H 1.88614 -1.30816 1.97710  0.0793

Calculated values
HOMO-LUMO gap: 9.7591 eV
LUMO level: 0.2 eV
Maximum force: 5.6 eV Å⁻¹
E_tot: -1006.97558 Ha
SMILES: NC(=O)CC[C@H](N)C(=O)N[C@@H](CCC(=O)O)C(=O)O


(5)
Below is 2 unconnected molecules or ions with the total composition C6H9NO2, with properties calculated with ωB97M-V with the def2-TZVPD basis set.

Each line ends with the Löwdin charge.
Cartesian coordinates (Å):
1 C 5.87880 0.81017 -0.06280  -0.1061
2 O 0.48482 -0.27461 4.86664  -0.1302
3 H 4.56650 -0.52243 2.78106  0.1268
4 H 0.52422 -1.13309 4.24880  0.1088
5 H 5.48390 0.99947 2.67273  0.1326
6 H 4.63119 -0.82237 0.35195  0.1577
7 C 6.75219 1.44852 -0.60693  0.1414
8 H 7.55291 2.11219 -0.88303  0.0390
9 H 3.71381 2.02154 1.14221  0.1294
10 C 4.83871 0.17908 0.75755  -0.3218
11 H 1.29704 0.26050 4.85019  0.0205
12 O 6.49978 -0.77141 2.29747  -0.0465
13 C 5.33377 0.01189 2.20606  -0.2459
14 C 3.53546 1.00331 0.76593  -0.1575
15 H 7.22417 -0.33048 1.84037  0.0847
16 C 2.90002 1.10218 -0.55378  -0.2052
17 H 2.81741 0.52824 1.45085  0.1260
18 N 2.35512 0.84249 -1.56049  0.1464

Calculated values
HOMO-LUMO gap: 10.8078 eV
LUMO level: 0.2 eV
Maximum force: 3.9 eV Å⁻¹
E_tot: -439.15692 Ha
SMILES: C#C[C@@H](CO)CC#N.O


(6)
Below is a molecular structure, C9H11GaNO4S, with properties calculated with ωB97M-V with the def2-TZVPD basis set.

Each line ends with the Mulliken spin population.
Cartesian coordinates (Å):
1 Ga 9.43653 7.66043 4.37798  0.0129
2 H 13.22923 6.58777 3.88763  0.0279
3 S 9.72236 9.81222 3.87035  0.0180
4 N 11.76686 8.00639 3.74858  0.2239
5 H 15.14041 8.28695 4.04981  -0.0048
6 H 5.33882 5.66136 2.70800  -0.0001
7 C 13.75701 9.89962 3.97066  0.4064
8 H 5.15289 7.44650 4.88616  0.0002
9 C 6.90549 6.33949 4.04316  0.0077
10 H 7.69737 7.16216 2.43416  -0.0013
11 H 6.65203 8.22726 5.06425  0.0041
12 O 8.00158 6.54910 3.09406  0.0037
13 O 10.89942 6.92727 3.41963  0.0243
14 C 5.88684 5.28403 3.52444  -0.0014
15 H 5.29906 5.12924 4.40811  0.0001
16 C 13.08949 7.62876 3.83065  0.2604
17 O 7.31658 4.82182 5.97513  0.0005
18 H 5.87389 8.33136 3.54960  -0.0001
19 H 12.00857 11.26151 4.08784  -0.0033
20 C 12.41077 10.25649 3.99333  -0.0971
21 C 7.64951 5.81466 5.34592  0.0041
22 C 14.11019 8.54247 3.97646  -0.1336
23 C 11.42113 9.27954 3.91908  0.2044
24 C 6.10907 7.61733 4.34825  -0.0016
25 H 14.48550 10.69702 3.81316  0.0342
26 O 8.75973 6.51199 5.66556  0.0102
27 H 6.42904 4.32734 3.33464  0.0002

Calculated values
HOMO-LUMO gap (spin up / spin down): 4.9292 / 8.7159 eV
Expectation value of S²: 0.772
LUMO level (spin up / spin down): -0.1 / -0.1 eV
Maximum force: 3.9 eV Å⁻¹
E_tot: -3028.17964 Ha
Multiplicity: 2


Question: Which value of E_tot does entry 3 give?
Answer: -342.50012 Ha


Question: Among the records above, which one has the lowest maximum force?
Answer: C27H26N4OPbS